Here is one molecule with the formula C4H5NO from the Open Molecules 2025 dataset. Energies are from wB97M-V/def2-TZVPD.

Its max |F| is 0.022 hartree/bohr. Its relative energy (zero: lowest compared OMol25 entry of this formula, charge and spin) is 111.8 kcal/mol. For the gap between HOMO and LUMO, the calculation gives 0.371 Eh. The calculation puts the HOMO energy at -9.66 eV. Its total energy is -7761.680 eV.

The geometry in ORCA input format:
```
! wB97M-V def2-TZVPD RIJCOSX def2/J DEFGRID3
* xyz 0 1
C 1.022 0.816 0.158
C -0.358 0.660 -0.423
C -0.923 -0.454 -0.873
O -0.602 -1.739 -0.393
C -0.317 -0.999 1.906
N -0.372 -1.651 0.916
H 1.068 1.250 1.161
H 1.592 -0.117 0.155
H 1.526 1.506 -0.530
H -0.885 1.579 -0.652
H -1.674 -0.528 -1.648
*
```

Here are the natural (NBO) charges for atoms 1 to 8, given in e: number 1, C, carries -0.66; number 2, C, carries -0.24; number 3, C, carries 0.09; number 4, O, carries -0.30; number 5, C, carries 0.24; number 6, N, carries -0.25; number 7, H, carries 0.24; number 8, H, carries 0.22



Here is one molecule with the formula C4H5NO from the Open Molecules 2025 dataset. Energies are from wB97M-V/def2-TZVPD.

Its max |F| is 0.008 hartree/bohr. Its relative energy (zero: lowest compared OMol25 entry of this formula, charge and spin) is 54.5 kcal/mol. For the gap between HOMO and LUMO, the calculation gives 0.347 Eh. The calculation puts the HOMO energy at -8.59 eV. Its total energy is -7764.165 eV.

The geometry in ORCA input format:
```
! wB97M-V def2-TZVPD RIJCOSX def2/J DEFGRID3
* xyz 0 1
N 1.502 0.050 -0.254
C 1.376 -1.201 0.257
C 0.490 1.021 -0.335
C -0.763 0.685 -0.059
C -1.067 -0.738 0.285
O 0.122 -1.528 0.551
H 2.450 0.331 -0.446
H 0.807 2.024 -0.600
H -1.568 1.412 -0.082
H -1.607 -1.247 -0.523
H -1.679 -0.814 1.191
*
```

Here are the natural (NBO) charges for atoms 1 to 8, given in e: number 1, N, carries -0.66; number 2, C, carries 0.34; number 3, C, carries -0.02; number 4, C, carries -0.27; number 5, C, carries -0.11; number 6, O, carries -0.51; number 7, H, carries 0.41; number 8, H, carries 0.21



Here is one molecule with the formula C4H5NO from the Open Molecules 2025 dataset. Energies are from wB97M-V/def2-TZVPD.

Its max |F| is 0.034 hartree/bohr. Its relative energy (zero: lowest compared OMol25 entry of this formula, charge and spin) is 26.5 kcal/mol. For the gap between HOMO and LUMO, the calculation gives 0.334 Eh. As for the SMILES: Oc1cc[nH]c1. The calculation puts the HOMO energy at -8.19 eV. Its total energy is -7765.375 eV.

The geometry in ORCA input format:
```
! wB97M-V def2-TZVPD RIJCOSX def2/J DEFGRID3
* xyz 0 1
O -1.254 1.248 -1.337
C -0.460 0.538 -0.498
C 0.420 -0.566 -0.806
C 0.956 -0.988 0.372
N 0.504 -0.148 1.411
C -0.341 0.793 0.817
H -1.137 0.916 -2.229
H 0.607 -0.964 -1.797
H 1.655 -1.803 0.551
H -0.192 -0.535 2.031
H -0.778 1.523 1.476
*
```

Here are the natural (NBO) charges for atoms 1 to 8, given in e: number 1, O, carries -0.66; number 2, C, carries 0.22; number 3, C, carries -0.33; number 4, C, carries -0.04; number 5, N, carries -0.56; number 6, C, carries -0.14; number 7, H, carries 0.48; number 8, H, carries 0.22



Here is C4H5NO as an isolated structure from the Open Molecules 2025 dataset. Energies are from wB97M-V/def2-TZVPD.

Its max |F| is 0.008 hartree/bohr. Its relative energy (zero: lowest compared OMol25 entry of this formula, charge and spin) is 134.1 kcal/mol. For the gap between HOMO and LUMO, the calculation gives 0.335 Eh. The calculation puts the HOMO energy at -9.14 eV. Its total energy is -7760.712 eV.

The geometry in ORCA input format:
```
! wB97M-V def2-TZVPD RIJCOSX def2/J DEFGRID3
* xyz 0 1
C 1.209 0.646 0.676
C -0.072 0.161 0.312
C -0.128 0.129 -1.090
O -1.028 -0.875 -1.446
N -1.634 -1.318 -0.296
C -1.163 -0.666 0.731
H 1.379 1.277 1.550
H 2.051 0.001 0.444
H 1.223 0.524 -0.941
H -0.311 1.040 -1.661
H -1.525 -0.918 1.720
*
```

Here are the natural (NBO) charges for atoms 1 to 8, given in e: number 1, C, carries -0.52; number 2, C, carries -0.08; number 3, C, carries -0.11; number 4, O, carries -0.31; number 5, N, carries -0.06; number 6, C, carries -0.06; number 7, H, carries 0.21; number 8, H, carries 0.23



Here is one molecule with the formula C4H5NO from the Open Molecules 2025 dataset. Energies are from wB97M-V/def2-TZVPD.

Its max |F| is 0.013 hartree/bohr. Its relative energy (zero: lowest compared OMol25 entry of this formula, charge and spin) is 56.8 kcal/mol. For the gap between HOMO and LUMO, the calculation gives 0.374 Eh. As for the SMILES: C#CC(=O)NC. The calculation puts the HOMO energy at -9.90 eV. Its total energy is -7764.063 eV.

The geometry in ORCA input format:
```
! wB97M-V def2-TZVPD RIJCOSX def2/J DEFGRID3
* xyz 0 1
C -1.470 1.573 1.048
C -0.392 1.060 0.871
C 0.949 0.506 0.601
O 1.884 0.731 1.326
N 1.058 -0.275 -0.588
C 0.002 -1.280 -0.744
H -2.415 2.046 1.222
H 1.136 0.337 -1.399
H 0.176 -1.818 -1.683
H -1.028 -0.879 -0.732
H 0.099 -2.002 0.078
*
```

Here are the natural (NBO) charges for atoms 1 to 8, given in e: number 1, C, carries -0.15; number 2, C, carries -0.16; number 3, C, carries 0.63; number 4, O, carries -0.47; number 5, N, carries -0.67; number 6, C, carries -0.43; number 7, H, carries 0.24; number 8, H, carries 0.39



Here is a 2-piece molecular cluster, C4H5NO overall from the Open Molecules 2025 dataset. Energies are from wB97M-V/def2-TZVPD.

Its max |F| is 0.098 hartree/bohr. Its relative energy (zero: lowest compared OMol25 entry of this formula, charge and spin) is 107.8 kcal/mol. For the gap between HOMO and LUMO, the calculation gives 0.367 Eh. As for the SMILES: C1=CC=1.NC=O. The calculation puts the HOMO energy at -9.27 eV. Its total energy is -7761.851 eV.

The geometry in ORCA input format:
```
! wB97M-V def2-TZVPD RIJCOSX def2/J DEFGRID3
* xyz 0 1
C -1.395 -0.554 -1.133
C -2.297 -0.712 0.002
C -2.032 0.544 -0.404
H -2.836 -1.280 0.645
H -2.357 1.550 -0.297
N 1.402 0.597 0.313
C 2.107 -0.492 -0.062
O 2.174 -1.537 0.522
H 1.588 1.567 0.031
H 0.805 0.638 1.199
H 2.841 -0.321 -0.816
*
```

Here are the natural (NBO) charges for atoms 1 to 8, given in e: number 1, C, carries -0.04; number 2, C, carries -0.19; number 3, C, carries -0.21; number 4, H, carries 0.22; number 5, H, carries 0.23; number 6, N, carries -0.84; number 7, C, carries 0.53; number 8, O, carries -0.59



Here is one molecule with the formula C4H5NO from the Open Molecules 2025 dataset. Energies are from wB97M-V/def2-TZVPD.

Its max |F| is 0.013 hartree/bohr. Its relative energy (zero: lowest compared OMol25 entry of this formula, charge and spin) is 103.5 kcal/mol. For the gap between HOMO and LUMO, the calculation gives 0.365 Eh. The calculation puts the HOMO energy at -10.46 eV. Its total energy is -7762.040 eV.

The geometry in ORCA input format:
```
! wB97M-V def2-TZVPD RIJCOSX def2/J DEFGRID3
* xyz 0 1
N 0.620 1.648 -1.095
C 1.295 0.647 -0.715
O 0.762 -0.360 -0.007
C -0.636 -0.214 0.255
C -1.133 -2.533 0.644
C -1.098 -1.340 1.164
H 1.207 2.299 -1.610
H 2.357 0.454 -0.888
H -1.173 -0.194 -0.698
H -0.818 0.739 0.753
H -1.384 -1.145 2.199
*
```

Here are the natural (NBO) charges for atoms 1 to 8, given in e: number 1, N, carries -0.73; number 2, C, carries 0.41; number 3, O, carries -0.49; number 4, C, carries -0.09; number 5, C, carries 0.29; number 6, C, carries -0.62; number 7, H, carries 0.36; number 8, H, carries 0.16



Here is one molecule with the formula C4H5NO from the Open Molecules 2025 dataset. Energies are from wB97M-V/def2-TZVPD.

Its max |F| is 0.012 hartree/bohr. Its relative energy (zero: lowest compared OMol25 entry of this formula, charge and spin) is 10.2 kcal/mol. For the gap between HOMO and LUMO, the calculation gives 0.315 Eh. As for the SMILES: Oc1ccc[nH]1. The calculation puts the HOMO energy at -7.75 eV. Its total energy is -7766.085 eV.

The geometry in ORCA input format:
```
! wB97M-V def2-TZVPD RIJCOSX def2/J DEFGRID3
* xyz 0 1
O -1.082 1.552 1.173
C -0.376 0.631 0.471
C 0.808 0.690 -0.220
C 1.017 -0.619 -0.752
C -0.042 -1.399 -0.394
N -0.894 -0.624 0.377
H -0.628 2.397 1.075
H 1.397 1.575 -0.419
H 1.839 -0.948 -1.372
H -0.370 -2.308 -0.869
H -1.671 -0.949 0.930
*
```

Here are the natural (NBO) charges for atoms 1 to 8, given in e: number 1, O, carries -0.67; number 2, C, carries 0.44; number 3, C, carries -0.41; number 4, C, carries -0.27; number 5, C, carries -0.11; number 6, N, carries -0.54; number 7, H, carries 0.49; number 8, H, carries 0.22



Here is one molecule with the formula C4H5NO from the Open Molecules 2025 dataset. Energies are from wB97M-V/def2-TZVPD.

Its max |F| is 0.007 hartree/bohr. Its relative energy (zero: lowest compared OMol25 entry of this formula, charge and spin) is 101.5 kcal/mol. For the gap between HOMO and LUMO, the calculation gives 0.325 Eh. The calculation puts the HOMO energy at -8.37 eV. Its total energy is -7762.123 eV.

The geometry in ORCA input format:
```
! wB97M-V def2-TZVPD RIJCOSX def2/J DEFGRID3
* xyz 0 1
N -1.302 0.400 1.290
C -0.388 0.124 0.208
C 0.795 -0.304 0.670
C 1.490 -0.487 -0.600
C 0.641 -0.144 -1.606
O -0.584 0.256 -1.123
H -1.574 1.373 1.430
H -2.114 -0.212 1.381
H -0.281 0.027 1.857
H 2.505 -0.832 -0.759
H 0.727 -0.122 -2.684
*
```

Here are the natural (NBO) charges for atoms 1 to 8, given in e: number 1, N, carries -0.78; number 2, C, carries 0.22; number 3, C, carries -0.42; number 4, C, carries -0.33; number 5, C, carries 0.07; number 6, O, carries -0.43; number 7, H, carries 0.40; number 8, H, carries 0.40



Here is one molecule with the formula C4H5NO from the Open Molecules 2025 dataset. Energies are from wB97M-V/def2-TZVPD.

Its max |F| is 0.005 hartree/bohr. Its relative energy (zero: lowest compared OMol25 entry of this formula, charge and spin) is 14.4 kcal/mol. For the gap between HOMO and LUMO, the calculation gives 0.319 Eh. As for the SMILES: Nc1ccco1. The calculation puts the HOMO energy at -7.64 eV. Its total energy is -7765.903 eV.

The geometry in ORCA input format:
```
! wB97M-V def2-TZVPD RIJCOSX def2/J DEFGRID3
* xyz 0 1
N 2.003 -0.149 0.132
C 0.642 -0.028 -0.015
C -0.241 1.009 0.010
C -1.544 0.396 0.022
C -1.347 -0.937 -0.047
O -0.005 -1.213 -0.071
H 2.449 -0.922 -0.332
H 2.548 0.680 0.272
H -0.014 2.066 0.012
H -2.499 0.898 0.097
H -1.992 -1.801 -0.080
*
```

Here are the natural (NBO) charges for atoms 1 to 8, given in e: number 1, N, carries -0.83; number 2, C, carries 0.46; number 3, C, carries -0.41; number 4, C, carries -0.29; number 5, C, carries 0.05; number 6, O, carries -0.43; number 7, H, carries 0.40; number 8, H, carries 0.39